No. 1
A 2-piece molecular cluster, CH4NO3P overall in a non-equilibrium geometry, computed with wB97M-V/def2-TZVPD.

ORCA input file:
```
! RIJCOSX wB97M-V def2-TZVPD def2/J DEFGRID3
* xyz 0 1
C -0.847 -0.933 -0.406
N -1.970 -0.470 -0.451
O 1.778 0.988 -0.618
O 2.697 -0.662 0.850
O 0.063 -0.811 0.430
P 1.689 -0.702 -0.386
H 0.071 -1.508 -2.017
H -2.506 -0.785 -1.215
H 2.878 0.198 1.111
H 1.501 1.254 -1.580
*
```

Values from the calculation:
Energy, eV: -18020.9444
Gap between HOMO and LUMO, Ha: 0.3359
Largest force on an atom, eV/Å: 3.992
E_LUMO, eV: 0.35
Energy relative to the best compared isomer or geometry (same formula, charge and spin), kcal/mol: 89.33

---

No. 2
An isolated molecule of CH4NOP in a non-equilibrium geometry, computed with wB97M-V/def2-TZVPD.

ORCA input file:
```
! RIJCOSX wB97M-V def2-TZVPD def2/J DEFGRID3
* xyz 0 1
O -1.340 0.987 -0.024
C -1.032 -0.151 -0.272
N 0.159 -0.620 0.116
P 1.549 0.340 -0.103
H -1.730 -1.012 -0.581
H 0.125 -1.830 0.240
H 0.664 1.321 -0.594
H 1.604 0.964 1.218
*
```

Values from the calculation:
Energy, eV: -13926.7136
Structure (SMILES): O=CNP
Gap between HOMO and LUMO, Ha: 0.3691
Largest force on an atom, eV/Å: 6.637
E_LUMO, eV: 0.64
Energy relative to the best compared isomer or geometry (same formula, charge and spin), kcal/mol: 41.96

---

No. 3
An isolated molecule of CH4NOP in a non-equilibrium geometry, computed with wB97M-V/def2-TZVPD.

ORCA input file:
```
! RIJCOSX wB97M-V def2-TZVPD def2/J DEFGRID3
* xyz 0 1
C 0.683 -0.820 -0.073
N -0.367 0.139 -0.168
P -0.319 1.553 0.707
O -1.674 2.266 0.477
H 1.228 -0.515 0.899
H 0.453 -1.801 0.040
H 1.170 -0.814 -0.986
H -1.176 -0.008 -0.896
*
```

Values from the calculation:
Energy, eV: -13928.1257
Structure (SMILES): CNP=O
Gap between HOMO and LUMO, Ha: 0.3724
Largest force on an atom, eV/Å: 4.007
E_LUMO, eV: 0.20
Energy relative to the best compared isomer or geometry (same formula, charge and spin), kcal/mol: 9.40

---

No. 4
An isolated molecule of CH4NOPS in a non-equilibrium geometry, computed with wB97M-V/def2-TZVPD.

ORCA input file:
```
! RIJCOSX wB97M-V def2-TZVPD def2/J DEFGRID3
* xyz 0 1
C 0.946 0.055 0.015
O 0.201 -1.067 0.346
N -1.069 -1.261 -0.189
S -2.006 0.154 -0.060
P -0.050 1.571 -0.049
H 1.767 0.317 0.711
H 1.465 -0.006 -0.902
H -1.020 -1.562 -1.183
H -0.234 1.798 1.312
*
```

Values from the calculation:
Energy, eV: -24760.2992
Structure (SMILES): C1ONSP1
Gap between HOMO and LUMO, Ha: 0.3144
Largest force on an atom, eV/Å: 2.819
E_LUMO, eV: 0.02
Energy relative to the best compared isomer or geometry (same formula, charge and spin), kcal/mol: 50.64

---

No. 5
CH4NOPS2 as an isolated structure in a non-equilibrium geometry, computed with wB97M-V/def2-TZVPD.

ORCA input file:
```
! RIJCOSX wB97M-V def2-TZVPD def2/J DEFGRID3
* xyz 0 1
C -0.111 -1.811 0.413
N -0.367 1.702 0.834
O 0.103 -2.098 1.534
P -0.223 0.440 -0.385
S -1.643 0.660 -1.762
S 1.853 0.561 -0.995
H -0.207 -2.521 -0.353
H 0.299 1.687 1.570
H -1.303 1.847 1.044
H 1.599 -0.467 -1.899
*
```

Values from the calculation:
Energy, eV: -35598.0277
Gap between HOMO and LUMO, Ha: 0.3101
Largest force on an atom, eV/Å: 4.279
E_LUMO, eV: -0.07
Energy relative to the best compared isomer or geometry (same formula, charge and spin), kcal/mol: 31.14

---

No. 6
A 2-piece molecular cluster, CH4NOS overall in a non-equilibrium geometry, computed with wB97M-V/def2-TZVPD.

ORCA input file:
```
! RIJCOSX wB97M-V def2-TZVPD def2/J DEFGRID3
* xyz -1 1
S 1.985 0.460 -1.872
H 1.901 1.769 -2.253
C -0.687 -0.387 1.347
N -0.583 -0.243 0.018
O -1.728 -0.578 1.965
H 0.253 -0.687 1.858
H -1.300 -0.615 -0.578
H 0.158 0.281 -0.485
*
```

Values from the calculation:
Energy, eV: -15476.0565
Gap between HOMO and LUMO, Ha: 0.2671
Largest force on an atom, eV/Å: 1.947
E_LUMO, eV: 4.15
Energy relative to the best compared isomer or geometry (same formula, charge and spin), kcal/mol: 10.13

---

No. 7
A 2-piece molecular cluster, CH4NS overall in a non-equilibrium geometry, computed with wB97M-V/def2-TZVPD.

ORCA input file:
```
! RIJCOSX wB97M-V def2-TZVPD def2/J DEFGRID3
* xyz 0 2
S -2.927 -2.500 0.305
H -2.719 -1.268 0.756
C 1.526 0.817 -0.331
N 0.493 1.151 0.342
H 1.725 -0.247 -0.682
H 2.124 1.568 -0.739
H -0.222 0.479 0.348
*
```

Values from the calculation:
Energy, eV: -13424.4202
Gap between HOMO and LUMO (alpha / beta), Ha: 0.3998 / 0.2648
Largest force on an atom, eV/Å: 3.245
E_LUMO (alpha / beta), eV: 0.88 / -2.65
Energy relative to the best compared isomer or geometry (same formula, charge and spin), kcal/mol: 6.20

---

No. 8
A 2-piece molecular cluster, CH4NS overall in a non-equilibrium geometry, computed with wB97M-V/def2-TZVPD.

ORCA input file:
```
! RIJCOSX wB97M-V def2-TZVPD def2/J DEFGRID3
* xyz 0 2
S 0.256 3.847 -0.253
H -0.434 3.019 0.538
C 0.141 -1.733 -0.216
N -0.551 -1.020 0.562
H 0.659 -1.335 -1.100
H 0.354 -2.760 0.056
H -0.425 -0.018 0.415
*
```

Values from the calculation:
Energy, eV: -13424.6121
Gap between HOMO and LUMO (alpha / beta), Ha: 0.4008 / 0.2648
Largest force on an atom, eV/Å: 1.000
E_LUMO (alpha / beta), eV: 0.87 / -2.66
Energy relative to the best compared isomer or geometry (same formula, charge and spin), kcal/mol: 1.78

---

No. 9
An isolated molecule of CH4O in a non-equilibrium geometry, computed with wB97M-V/def2-TZVPD.

ORCA input file:
```
! RIJCOSX wB97M-V def2-TZVPD def2/J DEFGRID3
* xyz 0 1
C -0.027 -0.181 0.223
O 0.337 0.374 -1.026
H -0.234 -1.371 0.138
H -0.900 0.077 0.513
H 0.652 -0.079 0.948
H 0.172 1.180 -0.795
*
```

Values from the calculation:
Energy, eV: -3147.4129
Structure (SMILES): CO
Gap between HOMO and LUMO, Ha: 0.4371
Largest force on an atom, eV/Å: 8.458
E_LUMO, eV: 1.04
Energy relative to the best compared isomer or geometry (same formula, charge and spin), kcal/mol: 32.28

---

No. 10
A 2-piece molecular cluster, CH4O2 overall in a non-equilibrium geometry, computed with wB97M-V/def2-TZVPD.

ORCA input file:
```
! RIJCOSX wB97M-V def2-TZVPD def2/J DEFGRID3
* xyz 0 1
C 0.192 -1.512 -0.179
O -0.006 -2.471 -0.907
H 0.777 -1.665 0.759
H -0.221 -0.490 -0.354
O 0.075 2.278 0.281
H -0.163 1.756 -0.518
H -0.654 2.104 0.918
*
```

Values from the calculation:
Energy, eV: -5195.7295
Structure (SMILES): C=O.O
Gap between HOMO and LUMO, Ha: 0.4032
Largest force on an atom, eV/Å: 1.968
E_LUMO, eV: 0.52
Energy relative to the best compared isomer or geometry (same formula, charge and spin), kcal/mol: 6.80

---

No. 11
A 2-piece molecular cluster, CH4O2 overall in a non-equilibrium geometry, computed with wB97M-V/def2-TZVPD.

ORCA input file:
```
! RIJCOSX wB97M-V def2-TZVPD def2/J DEFGRID3
* xyz 0 1
C 0.401 1.551 -0.028
O 1.603 1.782 0.236
H -0.284 2.267 -0.540
H -0.033 0.568 0.275
O -0.778 -2.109 -0.315
H -1.102 -1.833 0.572
H 0.192 -2.227 -0.199
*
```

Values from the calculation:
Energy, eV: -5195.6850
Structure (SMILES): C=O.O
Gap between HOMO and LUMO, Ha: 0.4008
Largest force on an atom, eV/Å: 3.989
E_LUMO, eV: 0.54
Energy relative to the best compared isomer or geometry (same formula, charge and spin), kcal/mol: 7.83

---

No. 12
A 2-piece molecular cluster, CH4O2P2 overall in a non-equilibrium geometry, computed with wB97M-V/def2-TZVPD.

ORCA input file:
```
! RIJCOSX wB97M-V def2-TZVPD def2/J DEFGRID3
* xyz 0 1
C 0.346 0.142 -0.390
O -4.247 -0.593 0.792
O -2.260 0.136 -0.566
P -3.793 0.460 -0.089
P -1.092 -1.016 -0.401
H 0.181 0.976 0.286
H 1.231 -0.412 -0.094
H 0.497 0.522 -1.403
H -1.268 -1.248 1.553
*
```

Values from the calculation:
Energy, eV: -23774.0285
Gap between HOMO and LUMO, Ha: 0.3315
Largest force on an atom, eV/Å: 3.445
E_LUMO, eV: -0.27
Energy relative to the best compared isomer or geometry (same formula, charge and spin), kcal/mol: 26.09